1.
C16H41CaO8 | ωB97M-V/def2-TZVPD

Cartesian coordinates (Å):
Ca: -0.9125 -1.7238 -2.7165
O: 0.7102 -0.5192 0.8818
C: 0.1252 -0.9370 -0.2511
O: 0.7109 -1.8162 -0.9346
O: -0.9480 -0.4341 -0.6629
H: 1.4005 -1.2194 0.8442
C: -0.7184 1.9557 2.6977
C: 0.1096 1.3874 3.8827
C: -0.5431 0.1629 4.5200
O: 1.3812 0.9986 3.2891
H: -0.1036 2.6339 2.1113
H: -1.4756 2.5200 3.2504
H: -1.1651 1.1678 2.0950
H: 0.4334 2.1421 4.5992
H: 0.1804 -0.4616 5.0406
H: -1.0318 -0.4328 3.7461
H: -1.2983 0.5089 5.2285
H: 1.0718 0.5173 2.5129
C: 3.7310 -3.1811 1.1027
C: 4.2827 -2.0232 0.2064
C: 5.7719 -1.7665 0.3513
O: 3.9548 -2.2127 -1.1484
H: 2.7389 -3.4583 0.7427
H: 3.7686 -2.8426 2.1381
H: 4.3645 -4.0666 1.0396
H: 3.6905 -1.1200 0.4224
H: 6.4350 -2.6297 0.3110
H: 6.0308 -1.1604 1.2196
H: 6.0795 -1.1291 -0.4821
H: 3.0070 -2.3474 -1.2241
C: -4.6687 -1.8349 2.5723
C: -3.3601 -1.5782 1.8262
C: -2.3927 -2.7418 1.9587
O: -3.6508 -1.2709 0.4668
H: -4.4997 -1.6512 3.6348
H: -5.1529 -2.8056 2.4688
H: -5.4519 -1.1224 2.3063
H: -2.8344 -0.7118 2.2389
H: -2.7122 -3.7373 1.6544
H: -2.0732 -2.8142 3.0053
H: -1.3805 -2.5449 1.5829
H: -2.8459 -1.1817 -0.0465
C: -2.4620 3.7112 -3.0140
C: -2.4533 2.7769 -1.8147
C: -3.7380 2.6883 -1.0019
O: -2.0672 1.4617 -2.2220
H: -1.5428 4.2416 -3.2642
H: -3.2629 4.4473 -2.9471
H: -2.6501 3.1662 -3.9442
H: -1.6426 3.0973 -1.1498
H: -3.5474 2.3574 0.0183
H: -4.4121 1.9852 -1.4965
H: -4.3082 3.6176 -0.9781
H: -1.9237 0.9686 -1.4048
C: 2.8834 0.8705 -2.8576
C: 1.4676 0.8518 -3.4442
C: 1.4079 1.5481 -4.8151
O: 1.0206 -0.5100 -3.5810
H: 3.1932 1.9175 -2.8469
H: 3.6386 0.4223 -3.5066
H: 2.8892 0.4683 -1.8471
H: 0.8106 1.3031 -2.7000
H: 0.4174 1.5779 -5.2728
H: 1.9682 0.9376 -5.5301
H: 1.8193 2.5549 -4.8293
H: 1.7355 -0.9794 -4.0327

Forces on atoms 1 to 6 (eV/Å):
1.27 1.53 1.30
-0.02 -1.56 -1.32
-0.38 0.61 -0.63
0.06 -0.97 -0.42
-0.73 -0.09 -0.13
0.52 0.72 1.19

The value obtained for the HOMO-LUMO gap is 6.63 eV. For the strongest force on any atom, the calculation gives 2.38 eV/Å. The calculation puts the LUMO energy at -0.188 Eh. As for the HOMO energy: -11.753 eV. Its charge is +1. Its spin multiplicity is 1. The calculation puts the relative energy (zero: lowest compared OMol25 entry of this formula, charge and spin) at 0.000 eV.

***

2.
C16H41CdN2O3P2S5 | ωB97M-V/def2-TZVPD

Cartesian coordinates (Å):
Cd: 0.1192 -0.0524 -0.3249
C: -0.4554 3.7591 -3.5823
C: -0.3822 2.9474 -2.2955
S: -1.1012 1.3367 -2.4302
C: 0.2246 3.4623 -1.2019
C: 0.8495 4.8419 -1.2455
S: 0.4693 2.6415 0.3418
H: -1.0202 3.2054 -4.3296
H: 0.5400 3.9596 -3.9983
H: -0.9463 4.7289 -3.4395
H: 0.4517 5.4758 -2.0411
H: 1.9352 4.7700 -1.3902
H: 0.6987 5.3471 -0.2893
C: 0.1351 -7.0648 1.2186
C: -0.6943 -6.0975 0.3980
O: 0.1425 -5.4127 -0.5274
P: 0.3387 -3.7913 -0.3503
S: 1.5902 -3.2626 -1.7642
S: 0.6653 -3.3505 1.5427
O: -1.1639 -3.2725 -0.6701
C: -1.7706 -3.5753 -1.9251
C: -2.3851 -2.3111 -2.4865
H: -0.5090 -7.7073 1.8261
H: 0.8018 -6.5037 1.8734
H: 0.7396 -7.6931 0.5616
H: -1.1982 -5.3855 1.0559
H: -1.4586 -6.6288 -0.1800
H: -2.5305 -4.3454 -1.7453
H: -1.0258 -3.9806 -2.6151
H: -3.1163 -1.8958 -1.7917
H: -2.8778 -2.5197 -3.4411
H: -1.6143 -1.5567 -2.6470
N: 2.7167 -0.3633 0.7001
C: 3.8875 -0.8240 -0.0203
C: 4.3121 0.1504 -1.1171
C: 3.3907 0.2016 -2.3346
N: 2.1127 0.7939 -2.0116
H: 2.8565 0.4914 1.2233
H: 2.3170 -1.0794 1.2968
H: 3.6238 -1.7803 -0.4782
H: 4.7567 -1.0061 0.6362
H: 5.3143 -0.1344 -1.4586
H: 4.4011 1.1598 -0.6931
H: 3.2095 -0.8215 -2.6782
H: 3.9279 0.7246 -3.1471
H: 1.4410 0.7847 -2.7713
H: 2.1632 1.7354 -1.6392
C: -4.2962 2.3175 -1.1883
S: -2.9869 2.4930 0.0424
C: -3.8443 3.7677 1.0153
O: -3.0917 1.2744 0.8899
H: -4.2955 3.1892 -1.8444
H: -5.2580 2.1895 -0.6878
H: -4.0204 1.4383 -1.7660
H: -4.1274 4.6087 0.3802
H: -3.1460 4.1033 1.7808
H: -4.7195 3.3064 1.4754
C: 1.7873 1.4955 4.0207
P: 0.4361 0.5835 3.1462
C: -0.9446 1.7410 3.4948
C: 0.0802 -0.6906 4.4330
H: 1.4858 1.8321 5.0191
H: 2.0581 2.3633 3.4156
H: 2.6666 0.8538 4.1130
H: -1.0756 1.9030 4.5710
H: -1.8585 1.3433 3.0506
H: -0.7284 2.6837 2.9893
H: 0.0410 -0.2646 5.4418
H: 0.8349 -1.4778 4.3949
H: -0.8790 -1.1556 4.1992

Forces on atoms 1 to 6 (eV/Å):
0.14 0.60 -0.14
-0.01 0.01 -0.02
-0.06 0.03 0.02
-0.03 -0.05 -0.02
-0.01 -0.01 -0.01
0.00 0.02 0.01

The value obtained for the HOMO-LUMO gap (alpha / beta) is 3.48 / 4.80 eV. For the strongest force on any atom, the calculation gives 0.63 eV/Å. The calculation puts the LUMO energy (alpha / beta) at 0.159 / 0.158 Eh. The expectation value of S² is 0.752. As for the HOMO energy (alpha / beta): 0.846 / -0.488 eV. Its charge is -2. Its spin multiplicity is 2. The calculation puts the relative energy (zero: lowest compared OMol25 entry of this formula, charge and spin) at 0.195 eV.

***

3.
C16H41NNaO5 | ωB97M-V/def2-TZVPD

Cartesian coordinates (Å):
Na: -0.6777 1.6099 0.6711
C: -0.0883 -3.1178 -5.6988
C: -0.3606 -2.8499 -4.1519
C: -0.5566 -4.2294 -3.5278
C: 0.7671 -4.9941 -3.3313
C: 1.7234 -4.0894 -2.4949
C: 2.0062 -2.7203 -3.0979
N: 0.6827 -2.0992 -3.3763
O: 0.6724 -0.7370 -3.6276
C: 2.7141 -1.9967 -1.9633
C: 2.9901 -2.7392 -4.3134
C: -1.6989 -2.1945 -3.9956
H: -0.9274 -3.5940 -6.2059
H: 0.7902 -3.7512 -5.8222
H: 0.1185 -2.1541 -6.1641
H: -1.0203 -4.1464 -2.5448
H: -1.1540 -4.9131 -4.1309
H: 1.2604 -5.2146 -4.2779
H: 0.5438 -5.9062 -2.7777
H: 2.6966 -4.5789 -2.4553
H: 1.3246 -3.9796 -1.4864
H: 3.0120 -0.9677 -2.1644
H: 2.0924 -1.9587 -1.0688
H: 3.6176 -2.5448 -1.6961
H: 2.6223 -3.4835 -5.0196
H: 2.9990 -1.8022 -4.8703
H: 3.9782 -3.1667 -4.1431
H: -1.9593 -2.1669 -2.9375
H: -2.4864 -2.6920 -4.5617
H: -1.5539 -1.1760 -4.3557
H: 1.0219 -0.6568 -4.5181
C: -2.5768 7.2032 3.1383
C: -2.5320 5.7255 3.3819
O: -3.2127 5.1905 2.2651
H: -2.1360 7.3939 2.1598
H: -1.9366 7.7499 3.8307
H: -3.6108 7.5416 3.0706
H: -3.0803 5.4223 4.2738
H: -1.5029 5.3997 3.5335
H: -4.1496 5.1761 2.4738
C: -5.5139 -1.0386 4.3711
C: -4.8659 -1.3446 3.0548
O: -3.4493 -1.2356 3.1304
H: -5.2635 -1.7601 5.1489
H: -6.5939 -1.0195 4.2255
H: -5.1513 -0.0790 4.7396
H: -5.3607 -0.7323 2.3009
H: -5.0234 -2.4017 2.8412
H: -3.1576 -2.0752 3.4931
C: 3.1380 0.5158 6.4863
C: 3.0374 0.2446 5.0210
O: 2.7069 1.4305 4.4212
H: 3.1736 -0.4763 6.9365
H: 2.2892 1.0171 6.9514
H: 4.0697 1.0711 6.5947
H: 2.3096 -0.5482 4.8486
H: 3.9830 -0.1432 4.6422
H: 3.3401 2.0725 4.7506
C: 2.6991 6.6733 -0.0313
O: 2.1298 5.5340 -0.7899
H: 2.1943 7.6155 -0.2443
H: 2.5987 6.5525 1.0473
H: 3.7202 6.9136 -0.3276
H: 2.5775 5.4220 -1.6318

Forces on atoms 1 to 6 (eV/Å):
0.00 0.03 0.04
0.61 0.88 1.20
0.05 -1.78 -0.88
1.55 -1.20 0.37
0.25 1.48 0.84
-0.18 -1.36 -1.21

The value obtained for the HOMO-LUMO gap is 5.87 eV. For the strongest force on any atom, the calculation gives 2.49 eV/Å. The calculation puts the LUMO energy at -0.172 Eh. As for the HOMO energy: -10.537 eV. Its charge is +1. Its spin multiplicity is 1. The calculation puts the relative energy (zero: lowest compared OMol25 entry of this formula, charge and spin) at 4.098 eV.